No. 1
An isolated molecule of C21H20O3 at a distorted geometry, computed with ωB97M-V/def2-TZVPD.

Properties
electronic energy: -1037.797197 a.u.
highest occupied orbital energy: -8.42 eV
SMILES: CC1=C[C@H]2[C@@H](C1)[C@H]2C(=O)OCc1cccc(Oc2ccccc2)c1
relative energy (zero: lowest compared OMol25 entry of this formula, charge and spin): 328.32 kJ/mol
F_max: 4.08 eV/Å

Geometry as ORCA input:
```
! wB97M-V def2-TZVPD RIJCOSX def2/J DEFGRID3
* xyz 0 1
O -1.772 0.046 -0.293
O -3.615 0.098 -1.755
O 1.235 0.193 3.640
C -1.948 -1.545 -2.322
C -0.811 -0.053 -4.076
C 0.110 0.786 3.310
C 2.330 -1.858 3.046
C 1.905 -0.583 2.710
C 2.971 -0.773 0.468
C -2.113 2.384 2.525
C 0.611 1.807 -3.664
C -0.218 1.944 3.990
C -0.734 0.363 2.265
C 0.613 -0.635 -2.274
C 3.394 -2.085 0.786
C -1.733 1.174 1.837
C -2.524 0.907 0.604
C 3.076 -2.644 2.056
C -1.389 2.743 3.645
C 2.282 -0.075 1.409
C -2.501 -0.370 -1.415
C -1.271 -1.417 -3.672
C 0.162 0.369 -3.333
C -0.445 -1.773 -2.469
H -0.733 -0.664 1.973
H 2.005 0.945 1.078
H -3.660 0.836 0.701
H 1.460 1.825 -4.308
H -2.987 2.923 2.248
H -1.556 -2.057 -4.436
H 3.975 -2.724 0.040
H 2.092 -2.314 3.997
H 3.361 -0.354 -0.478
H 1.727 -0.999 -2.459
H 0.873 2.183 -2.651
H -0.177 2.516 -3.912
H 3.497 -3.680 2.315
H -0.072 -2.797 -2.295
H 0.274 2.108 4.951
H 0.409 -0.244 -1.259
H -1.814 3.427 4.447
H -2.639 -2.376 -2.322
H -2.444 1.899 0.171
H -1.207 0.544 -4.818
*
```



No. 2
A structure of composition C21H21AuF3SbSi, computed with ωB97M-V/def2-TZVPD.

Properties
electronic energy: -1777.849206 a.u.
highest occupied orbital energy: -7.99 eV
F_max: 0.58 eV/Å

Geometry as ORCA input:
```
! wB97M-V def2-TZVPD RIJCOSX def2/J DEFGRID3
* xyz 0 1
Au -1.692 -1.444 -0.121
Sb -0.073 0.646 0.734
Si -3.018 -3.265 -0.751
F 4.924 -2.768 -0.746
F -0.052 4.533 -4.118
F 2.084 4.501 5.117
C -0.047 3.696 -3.064
C 1.082 2.779 -1.186
C 0.703 1.925 2.239
C 0.272 3.587 3.943
C -0.184 2.709 2.973
C -4.665 -2.687 -1.464
C -3.367 -4.343 0.756
C -2.163 -4.327 -2.052
C 1.698 -0.428 0.245
C -1.146 2.070 -1.728
C 2.543 2.895 3.470
C 1.631 3.658 4.173
C 2.406 -1.114 1.229
C 3.500 -1.902 0.907
C 1.084 3.641 -2.269
C -0.028 1.985 -0.906
C -1.166 2.928 -2.819
C 2.090 -0.568 -1.082
C 3.178 -1.356 -1.428
C 3.864 -2.004 -0.422
C 2.067 2.025 2.500
H 3.598 2.988 3.683
H 1.547 -0.055 -1.868
H 4.062 -2.436 1.661
H -1.919 -3.744 -2.941
H -4.517 -2.057 -2.342
H -1.251 2.646 2.792
H 1.962 2.729 -0.554
H -5.235 -2.111 -0.733
H -2.808 -5.156 -2.356
H 2.778 1.430 1.940
H -0.403 4.205 4.518
H -2.017 1.455 -1.529
H 3.493 -1.473 -2.455
H -5.270 -3.548 -1.762
H -2.025 3.005 -3.471
H 2.111 -1.043 2.270
H -4.010 -5.179 0.465
H 1.935 4.265 -2.504
H -2.448 -4.756 1.173
H -3.874 -3.786 1.544
H -1.234 -4.749 -1.666
*
```



No. 3
A structure of composition C21H21BF4N2PS2Tl at a distorted geometry, computed with ωB97M-V/def2-TZVPD.

Properties
electronic energy: -2657.154699 a.u.
highest occupied orbital energy: -8.53 eV
F_max: 1.37 eV/Å

Geometry as ORCA input:
```
! wB97M-V def2-TZVPD RIJCOSX def2/J DEFGRID3
* xyz 0 1
Tl 0.923 -0.988 -0.917
S -0.419 -1.889 4.245
S -2.140 -5.446 -0.811
P -1.226 1.786 -1.580
F 4.728 -0.201 -0.861
F 3.228 -1.889 -0.466
F 4.872 -2.150 -2.127
F 3.126 -0.666 -2.417
N 0.120 -1.894 1.753
N -0.831 -3.282 -0.477
C 0.425 -1.272 2.857
C 1.301 -0.075 2.922
C -1.732 2.972 0.954
C -1.202 -3.712 0.779
C -1.228 -4.086 -1.421
C 2.527 2.732 -2.847
C -2.083 2.922 2.297
C -2.041 3.364 -2.181
C 2.669 2.537 -0.451
C -1.215 -3.039 3.231
C 0.514 2.318 -1.512
C -2.388 1.712 2.883
C 3.287 2.751 -1.676
C -1.081 -3.843 -2.888
C -1.989 0.600 0.813
C 1.287 2.348 -0.368
C -2.307 0.522 2.157
C 1.172 2.469 -2.742
C -0.800 -2.913 1.953
C -1.915 -4.864 0.805
C -1.659 1.799 0.182
B 4.057 -1.241 -1.519
H -2.511 -0.433 2.600
H -1.582 -4.625 -3.495
H 3.252 2.594 0.482
H -1.751 3.550 -3.220
H 0.803 0.774 2.501
H -1.768 4.215 -1.569
H -2.146 3.828 2.900
H -2.269 -5.454 1.633
H -0.011 -3.826 -3.160
H -1.504 -2.879 -3.135
H -1.921 -3.748 3.613
H -1.440 3.925 0.545
H 1.615 0.182 3.943
H 2.997 2.761 -3.816
H -3.125 3.231 -2.153
H 2.226 -0.223 2.394
H -2.753 1.698 3.928
H 0.825 2.207 0.588
H -1.915 -0.322 0.231
H 0.644 2.301 -3.667
H 4.352 2.861 -1.715
*
```



No. 4
A structure of composition C21H21BrMoN5O3 at a distorted geometry, computed with ωB97M-V/def2-TZVPD.

Properties
electronic energy: -3954.033125 a.u.
highest occupied orbital energy (spin up / spin down): -10.68 / -10.68 eV
F_max: 13.41 eV/Å

Geometry as ORCA input:
```
! wB97M-V def2-TZVPD RIJCOSX def2/J DEFGRID3
* xyz 1 1
Mo 2.605 1.105 0.507
Br -5.100 5.500 -2.296
O 1.225 0.852 -0.929
O 3.757 1.318 1.754
O 2.898 -0.873 0.575
N 3.303 -3.000 -0.174
N 1.084 0.928 1.890
N 2.879 -1.241 -1.687
N -3.715 0.075 1.489
N -4.288 1.126 1.881
C -0.006 0.692 1.114
C -0.218 0.783 3.898
C -5.653 3.009 -1.025
C -1.275 0.492 1.723
C 3.182 -3.987 -1.232
C 2.464 0.128 -1.937
C -1.040 0.351 -1.039
C -5.462 2.008 -0.070
C -2.420 0.251 0.927
C 2.740 -2.175 -2.790
C 3.577 -3.413 -2.571
C -2.281 0.143 -0.451
C -4.846 4.145 -1.002
C -3.675 3.289 0.927
C -4.462 2.132 0.905
C 3.012 -1.655 -0.368
C -1.348 0.541 3.133
C 3.339 -3.504 1.187
C 0.127 0.647 -0.303
C -3.857 4.291 -0.031
C 0.967 0.968 3.229
H 1.895 1.161 3.758
H -2.890 3.392 1.673
H 3.056 -1.681 -3.715
H 4.642 -3.151 -2.568
H 3.606 -2.720 1.901
H 2.762 0.794 -1.122
H -0.959 0.292 -2.125
H 3.828 -4.840 -0.996
H 4.080 -4.306 1.258
H 2.926 0.483 -2.863
H -6.423 2.888 -1.782
H -3.211 5.165 -0.016
H 3.412 -4.142 -3.371
H -0.264 0.821 4.978
H -2.297 0.385 3.639
H -3.139 -0.072 -1.077
H 2.143 -4.338 -1.244
H 2.349 -3.895 1.441
H 1.678 -2.429 -2.882
H -6.083 1.116 -0.085
H 1.375 0.151 -2.036
*
```



Q: electronic energy of number 2 (C21H21AuF3SbSi)?
A: -1777.849206 a.u.



Q: Which formula does entry 1 have?
A: C21H20O3



Q: What is the F_max in the fourth record?
A: 13.41 eV/Å



Q: What is the F_max in the fourth record?
A: 13.41 eV/Å